(1)
Molecular formula: C40H49As2BBaIN5O6S
Method: DFT, ωB97M-V with the def2-TZVPD basis set

Each line ends with the Löwdin charge.
Cartesian coordinates (Å):
1 Ba -1.85 -0.78 -0.13  1.780
2 O -1.42 -4.48 -1.97  -0.103
3 C -2.08 -4.08 -3.15  -0.250
4 C -1.83 -2.64 -3.59  -0.178
5 N -2.35 -1.59 -2.70  -0.272
6 C -3.76 -1.79 -2.34  -0.143
7 C -4.00 -2.79 -1.17  -0.707
8 O -5.08 -3.37 -1.13  0.017
9 O -3.03 -2.89 -0.32  -0.351
10 C -2.09 -0.28 -3.34  -0.127
11 C -2.26 0.96 -2.43  -0.744
12 O -3.24 1.68 -2.61  -0.022
13 O -1.37 1.11 -1.51  -0.423
14 H -1.88 -4.05 -1.23  0.032
15 H -1.69 -4.70 -3.96  0.115
16 H -3.16 -4.28 -3.09  0.112
17 H -0.76 -2.48 -3.69  0.083
18 H -2.30 -2.53 -4.59  0.125
19 H -4.20 -0.84 -2.06  0.103
20 H -4.34 -2.15 -3.20  0.129
21 H -1.05 -0.31 -3.67  0.116
22 H -2.75 -0.14 -4.20  0.123
23 B -3.89 -0.62 3.03  -0.445
24 N -2.63 0.25 3.32  -0.092
25 C -2.49 1.20 4.26  -0.097
26 C -1.23 1.77 4.13  -0.081
27 C -0.66 1.06 3.05  -0.196
28 N -1.51 0.15 2.59  -0.065
29 N -4.76 0.10 1.95  -0.094
30 C -5.98 0.63 2.10  -0.111
31 C -6.37 1.17 0.89  -0.083
32 C -5.29 0.93 0.04  -0.179
33 N -4.33 0.27 0.69  -0.055
34 H -4.56 -0.67 4.04  0.067
35 H -3.53 -1.69 2.61  0.066
36 H -3.29 1.41 4.94  0.110
37 H -0.79 2.56 4.71  0.080
38 H 0.31 1.17 2.61  0.096
39 H -6.48 0.57 3.05  0.104
40 H -7.30 1.67 0.66  0.074
41 H -5.14 1.21 -1.00  0.092
42 I 1.21 -2.28 -0.75  1.025
43 C 2.93 -2.77 -1.84  -0.601
44 C 3.97 -3.35 -1.18  -0.187
45 C 5.15 -3.67 -1.89  -0.120
46 C 5.23 -3.39 -3.22  -0.070
47 C 4.15 -2.78 -3.92  -0.193
48 C 4.24 -2.49 -5.30  -0.095
49 C 3.17 -1.91 -5.93  -0.131
50 C 1.99 -1.60 -5.21  -0.185
51 C 1.80 -1.84 -3.86  -0.118
52 C 2.94 -2.45 -3.23  -0.286
53 H 3.90 -3.56 -0.12  0.073
54 H 5.98 -4.13 -1.37  0.087
55 H 6.13 -3.63 -3.78  0.096
56 H 5.15 -2.73 -5.83  0.088
57 H 3.23 -1.68 -6.99  0.080
58 H 1.18 -1.15 -5.79  0.063
59 C -1.64 6.07 -0.07  -0.359
60 As -1.66 4.18 -0.68  1.159
61 C -2.94 3.55 0.68  -0.312
62 C 0.01 3.68 0.26  -0.417
63 C 0.11 3.87 1.64  -0.140
64 C 1.25 3.51 2.33  -0.123
65 C 2.31 2.92 1.66  -0.096
66 C 2.23 2.73 0.29  -0.119
67 C 1.09 3.12 -0.44  -0.418
68 As 1.11 2.99 -2.41  1.140
69 C 2.72 4.13 -2.63  -0.356
70 C 2.05 1.29 -2.65  -0.338
71 H -1.50 6.16 1.01  0.001
72 H -2.59 6.54 -0.35  0.003
73 H -0.83 6.60 -0.58  0.003
74 H -2.93 4.19 1.56  0.014
75 H -2.71 2.53 0.98  0.005
76 H -3.93 3.54 0.23  0.013
77 H -0.73 4.28 2.18  0.085
78 H 1.30 3.65 3.41  0.098
79 H 3.20 2.61 2.20  0.081
80 H 3.06 2.27 -0.23  0.081
81 H 3.57 3.76 -2.05  0.007
82 H 2.49 5.15 -2.33  0.004
83 H 3.00 4.13 -3.69  0.003
84 H 2.89 1.17 -1.98  0.015
85 H 2.41 1.26 -3.68  0.021
86 H 1.35 0.47 -2.52  -0.031
87 C 4.85 1.05 4.17  -0.063
88 C 3.69 0.11 4.00  -0.289
89 C 2.62 0.12 4.89  -0.043
90 C 1.54 -0.74 4.73  -0.081
91 C 1.53 -1.63 3.66  -0.380
92 C 2.59 -1.66 2.76  -0.097
93 C 3.66 -0.79 2.94  -0.039
94 S 0.04 -2.61 3.44  0.873
95 C 0.83 -4.22 3.35  -0.243
96 O -0.67 -2.56 4.75  -0.518
97 H 4.66 1.78 4.96  0.071
98 H 5.04 1.60 3.25  0.066
99 H 5.77 0.51 4.42  0.075
100 H 2.61 0.82 5.71  0.107
101 H 0.69 -0.73 5.40  0.105
102 H 2.57 -2.32 1.91  0.028
103 H 4.48 -0.81 2.22  0.116
104 H 1.50 -4.36 4.20  0.059
105 H 1.37 -4.30 2.40  0.039
106 H 0.02 -4.94 3.37  0.052

Properties
HOMO level: -1.95 eV
HOMO-LUMO gap: 5.67 eV
Relative energy (zero: lowest compared OMol25 entry of this formula, charge and spin): 19.46 kcal per mole
Charge: -2
Electronic energy: -203997.5442 eV
Largest force on an atom: 2.21 eV/A


(2)
Molecular formula: FH2OTm
Method: DFT, ωB97M-V with the def2-TZVPD basis set

Each line ends with the natural charge from an NBO analysis.
Cartesian coordinates (Å):
1 H 0.76 -0.93 0.19  0.528
2 O -0.21 -0.90 0.23  -1.010
3 H -0.60 -1.69 -0.17  0.518
4 F 1.05 1.78 -0.06  -0.794
5 Tm -1.00 1.74 -0.20  1.759

Properties
HOMO level (spin up / spin down): -12.19 / -17.42 eV
Expectation value of S²: 3.752
HOMO-LUMO gap (spin up / spin down): 7.16 / 11.10 eV
Relative energy (zero: lowest compared OMol25 entry of this formula, charge and spin): 0.00 kcal per mole
Charge: +1
Electronic energy: -34319.4545 eV
Largest force on an atom: 3.56 eV/A
2S+1: 4


(3)
Molecular formula: C42H67F2NO28S
Method: DFT, ωB97M-V with the def2-TZVPD basis set

Each line ends with the Löwdin charge.
Cartesian coordinates (Å):
1 C 7.95 -7.20 -0.13  -0.130
2 C 8.58 -6.12 -1.19  -0.225
3 C 7.43 -5.19 -1.96  -0.254
4 C 6.59 -6.21 -2.91  -0.092
5 C 6.59 -4.18 -1.01  -0.244
6 C 7.55 -3.76 0.30  -0.157
7 N 6.99 -2.63 1.12  -0.120
8 C 8.08 -2.36 2.18  -0.117
9 O 6.66 -2.90 -1.78  -0.234
10 S 5.20 -1.99 -1.76  0.911
11 O 4.55 -1.97 -3.18  -0.308
12 O 5.27 -0.55 -1.16  -0.319
13 O 4.46 -3.00 -0.55  -0.235
14 C 5.04 -4.38 -0.61  -0.252
15 F 4.06 -5.04 -1.49  -0.008
16 C 4.60 -4.95 0.88  -0.042
17 C 4.19 -6.54 0.90  -0.107
18 F 2.70 -6.70 0.74  -0.150
19 H 8.72 -7.27 0.77  0.092
20 H 6.87 -6.96 0.24  0.054
21 H 7.99 -8.28 -0.64  0.093
22 H 9.48 -5.47 -0.75  0.112
23 H 9.07 -6.76 -2.06  0.117
24 H 8.07 -4.50 -2.70  0.167
25 H 6.00 -7.05 -2.30  0.095
26 H 5.82 -5.66 -3.62  0.100
27 H 7.38 -6.72 -3.64  0.098
28 H 8.60 -3.50 -0.16  0.139
29 H 7.66 -4.69 1.04  0.140
30 H 6.90 -1.74 0.58  0.094
31 H 8.89 -1.69 1.61  0.100
32 H 8.60 -3.37 2.51  0.107
33 H 7.68 -1.79 3.12  0.077
34 H 5.36 -4.71 1.73  0.099
35 H 3.60 -4.35 1.16  0.149
36 H 4.70 -7.19 0.07  0.113
37 H 4.42 -6.92 2.01  0.141
38 C 1.58 -2.19 -1.06  0.000
39 C 0.79 -2.14 0.23  -0.336
40 C 0.24 -3.47 0.65  -0.102
41 O -0.88 -3.10 1.44  0.067
42 C -1.30 -1.89 0.96  -0.496
43 O -2.35 -1.35 1.27  0.117
44 O -0.39 -1.37 0.08  0.091
45 H 1.77 -1.18 -1.43  0.100
46 H 2.54 -2.70 -0.91  0.052
47 H 1.03 -2.71 -1.85  0.088
48 H 1.39 -1.68 1.02  0.162
49 H 0.95 -4.05 1.24  0.135
50 H -0.12 -4.09 -0.18  0.148
51 C -4.97 0.64 0.11  -0.002
52 C -5.76 0.69 1.40  -0.344
53 C -6.31 -0.64 1.82  -0.108
54 O -7.43 -0.26 2.61  0.062
55 C -7.85 0.95 2.12  -0.499
56 O -8.90 1.49 2.44  0.114
57 O -6.94 1.46 1.24  0.088
58 H -4.78 1.66 -0.26  0.068
59 H -4.01 0.14 0.26  0.076
60 H -5.52 0.12 -0.68  0.096
61 H -5.16 1.15 2.19  0.163
62 H -5.60 -1.22 2.41  0.146
63 H -6.67 -1.25 0.98  0.144
64 C -11.43 2.74 4.32  -0.016
65 C -11.04 4.20 4.35  -0.349
66 C -9.80 4.49 5.14  -0.115
67 O -9.98 5.84 5.51  0.057
68 C -11.34 6.04 5.57  -0.509
69 O -11.87 7.03 6.03  0.130
70 O -12.01 4.97 5.03  0.083
71 H -12.44 2.62 3.92  0.089
72 H -10.73 2.16 3.70  0.063
73 H -11.44 2.31 5.32  0.090
74 H -10.97 4.59 3.32  0.164
75 H -8.89 4.37 4.54  0.143
76 H -9.71 3.88 6.05  0.142
77 C -0.42 -2.09 -6.70  -0.014
78 C -1.27 -2.64 -5.57  -0.343
79 C -1.11 -1.90 -4.28  -0.107
80 O -1.47 -2.88 -3.32  0.048
81 C -1.17 -4.09 -3.89  -0.512
82 O -1.17 -5.15 -3.29  0.126
83 O -0.86 -3.95 -5.21  0.085
84 H -0.41 -2.78 -7.54  0.089
85 H -0.80 -1.12 -7.04  0.052
86 H 0.62 -1.96 -6.39  0.099
87 H -2.32 -2.69 -5.88  0.162
88 H -1.77 -1.03 -4.20  0.149
89 H -0.08 -1.58 -4.08  0.140
90 C 3.06 -0.18 5.63  -0.017
91 C 4.19 -1.19 5.60  -0.352
92 C 5.54 -0.59 5.36  -0.108
93 O 6.25 -1.68 4.79  0.033
94 C 5.32 -2.47 4.18  -0.486
95 O 5.58 -3.40 3.43  0.111
96 O 4.05 -2.08 4.50  0.093
97 H 2.09 -0.69 5.60  0.092
98 H 3.11 0.43 6.53  0.092
99 H 3.10 0.48 4.76  0.092
100 H 4.17 -1.80 6.52  0.163
101 H 6.02 -0.25 6.27  0.145
102 H 5.53 0.22 4.63  0.146
103 C -1.04 2.04 -11.27  -0.021
104 C -1.61 1.47 -9.98  -0.354
105 C -2.43 2.44 -9.20  -0.114
106 O -2.32 1.94 -7.88  0.071
107 C -1.12 1.28 -7.82  -0.498
108 O -0.60 0.88 -6.79  0.120
109 O -0.57 1.15 -9.06  0.089
110 H -0.28 1.36 -11.68  0.090
111 H -1.83 2.18 -12.01  0.091
112 H -0.54 3.00 -11.09  0.091
113 H -2.16 0.55 -10.19  0.163
114 H -3.48 2.46 -9.52  0.145
115 H -2.03 3.46 -9.21  0.143
116 C -3.11 5.24 1.27  -0.024
117 C -2.62 4.86 -0.11  -0.340
118 C -3.10 5.77 -1.20  -0.114
119 O -3.06 4.93 -2.34  0.062
120 C -3.23 3.65 -1.88  -0.506
121 O -3.42 2.68 -2.59  0.135
122 O -3.15 3.61 -0.52  0.071
123 H -2.90 4.44 1.98  0.094
124 H -2.61 6.16 1.62  0.071
125 H -4.19 5.41 1.28  0.092
126 H -1.53 4.77 -0.12  0.165
127 H -2.46 6.64 -1.34  0.143
128 H -4.14 6.10 -1.07  0.141
129 C -1.58 8.41 6.30  -0.020
130 C -0.64 7.97 5.18  -0.355
131 C -0.69 8.85 3.97  -0.114
132 O -0.27 7.96 2.95  0.064
133 C -0.63 6.71 3.35  -0.503
134 O -0.59 5.72 2.64  0.123
135 O -1.04 6.71 4.65  0.090
136 H -1.66 7.62 7.05  0.091
137 H -1.21 9.32 6.77  0.092
138 H -2.59 8.59 5.92  0.092
139 H 0.38 7.86 5.57  0.163
140 H -0.01 9.70 4.05  0.145
141 H -1.69 9.21 3.73  0.143

Properties
HOMO level: -9.30 eV
HOMO-LUMO gap: 9.48 eV
SMILES: CC[C@@H](C)[C@@]1(CNC)OS(=O)(=O)O[C@]1(F)CCF.C[C@@H]1COC(=O)O1.C[C@@H]1COC(=O)O1.C[C@@H]1COC(=O)O1.C[C@@H]1COC(=O)O1.C[C@@H]1COC(=O)O1.C[C@@H]1COC(=O)O1.C[C@@H]1COC(=O)O1.C[C@@H]1COC(=O)O1
Charge: 0
Electronic energy: -119725.3826 eV
Largest force on an atom: 6.54 eV/A


(4)
Molecular formula: C3H2N2O2
Method: DFT, ωB97M-V with the def2-TZVPD basis set

Each line ends with the natural charge from an NBO analysis.
Cartesian coordinates (Å):
1 O -2.40 0.31 -0.99  -0.463
2 C -1.75 0.24 0.02  0.360
3 C -0.37 -0.41 0.09  0.521
4 N 0.58 0.52 0.32  -0.365
5 C 1.89 0.26 -0.10  0.113
6 N 2.16 -0.83 0.39  -0.031
7 O -0.31 -1.61 -0.01  -0.492
8 H -2.25 0.54 0.94  0.140
9 H 2.46 0.97 -0.66  0.217

Properties
HOMO level (spin up / spin down): -10.15 / -10.10 eV
HOMO-LUMO gap (spin up / spin down): 8.13 / 7.12 eV
Relative energy (zero: lowest compared OMol25 entry of this formula, charge and spin): 105.67 kcal per mole
Charge: 0
Electronic energy: -10213.6068 eV
Largest force on an atom: 1.47 eV/A


Which of these has the highest electronic energy? C3H2N2O2